{"formula": "C4H12NOS2", "method": "wB97M-V/def2-TZVPD", "total_charge": 1, "total_energy_ev": -29542.2401, "e_above_lowest_kj_mol": 215.1, "homo_lumo_gap_ev": 8.0731, "elements": ["C", "C", "C", "C", "N", "O", "S", "S", "H", "H", "H", "H", "H", "H", "H", "H", "H", "H", "H", "H"], "xyz": [[1.5400, -0.8077, 0.3442], [-1.9754, 0.6572, -1.6104], [0.1841, -1.3142, 0.5903], [-1.8467, 0.3702, -0.1781], [-0.5611, -1.8580, -0.3784], [-0.9700, 0.7632, 0.4761], [1.3950, 2.5136, 0.6182], [-3.3506, -0.4618, 0.5081], [2.1239, -1.3447, -0.3702], [2.0909, -0.8110, 1.2893], [1.6429, 0.3662, 0.2050], [-2.4817, 1.6664, -1.8927], [-2.3327, -0.0114, -2.3833], [-1.0108, 0.9025, -1.9656], [-0.2891, -1.0816, 1.6254], [-1.4304, -2.2502, -0.1089], [-0.1989, -2.1313, -1.2647], [2.0432, 2.4971, 1.8362], [0.1981, 2.5867, 1.0439], [-3.0368, -0.3611, 1.7357]], "forces_ev_per_angstrom": [[0.27, 1.19, 1.26], [-0.49, 2.33, -2.44], [-0.74, 0.68, -0.72], [-4.95, -0.37, -1.13], [2.06, 0.05, 2.90], [2.29, 1.17, 2.15], [2.86, 0.45, -0.18], [0.11, -0.01, -2.50], [0.09, -0.30, -0.78], [-0.06, -0.42, 0.11], [-1.01, -1.73, -0.16], [0.26, -1.63, 1.22], [-0.66, -0.79, 0.65], [1.53, 0.15, -0.19], [0.68, -0.96, -2.09], [-1.07, -0.30, 0.08], [0.55, 0.02, -0.61], [-0.70, 0.14, -0.75], [-1.70, 0.09, 1.04], [0.68, 0.25, 2.15]]}